Record 1
A gas-phase ion, C4H8FN4 (charge +1), computed with ωB97M-V/def2-TZVPD.

CARTESIAN COORDINATES (ANGSTROEM)
F1 -3.149 0.905 -1.096
C1 -1.796 0.694 -0.940
C2 -1.568 -0.197 0.278
C3 -0.378 -1.154 0.121
C4 0.925 -0.445 0.014
N1 1.626 -0.228 -1.112
N2 2.672 0.485 -0.816
N3 2.691 0.648 0.465
N4 1.612 0.107 1.014
H1 -1.427 0.222 -1.858
H2 -1.326 1.677 -0.828
H3 -1.449 0.409 1.184
H4 -2.468 -0.802 0.417
H5 -0.332 -1.845 0.970
H6 -0.483 -1.750 -0.790
H7 3.425 1.138 0.968
H8 1.427 0.136 2.011

The calculation puts the total energy at -12946.6801 eV. The LUMO energy is -0.1866 Eh. As for the HOMO-LUMO gap: 10.346 eV. The SMILES is FCCCc1nn[nH][nH+]1. Its energy above the lowest of the compared OMol25 structures with the same formula, charge and spin is 241.2 kJ/mol. Its total charge is +1.

Atom charges from the Löwdin analysis, given in e for atoms 1 to 2:
1. F -0.03
2. C -0.21



Record 2
C18H22FN3O4S in the gas phase, computed with ωB97M-V/def2-TZVPD.

CARTESIAN COORDINATES (ANGSTROEM)
C1 -4.279 -2.834 -1.092
C2 -3.439 -4.066 -0.775
C3 -2.312 -3.747 0.209
N1 -1.384 -2.785 -0.337
C4 -1.302 -1.524 0.114
O1 -1.937 -1.097 1.064
C5 -0.331 -0.687 -0.633
O2 0.581 -1.329 -1.396
N2 1.408 -0.426 -1.964
C6 1.017 0.764 -1.590
C7 1.778 1.974 -1.940
S1 2.705 2.519 -0.442
C8 3.263 0.951 0.182
C9 3.021 0.650 1.516
C10 3.409 -0.571 2.033
C11 4.028 -1.480 1.193
F1 4.390 -2.684 1.686
C12 4.287 -1.194 -0.135
C13 3.908 0.036 -0.640
C14 -0.116 0.671 -0.718
C15 -0.872 1.856 -0.223
O3 -0.772 2.930 -0.792
N3 -1.619 1.648 0.872
C16 -2.481 2.691 1.373
C17 -3.869 2.631 0.734
O4 -4.511 1.452 1.159
C18 -5.767 1.262 0.569
H1 -3.678 -2.074 -1.588
H2 -4.680 -2.404 -0.178
H3 -5.106 -3.096 -1.746
H4 -4.070 -4.837 -0.331
H5 -3.013 -4.471 -1.697
H6 -1.767 -4.659 0.468
H7 -2.723 -3.303 1.118
H8 -0.828 -3.060 -1.133
H9 2.471 1.787 -2.757
H10 1.112 2.808 -2.156
H11 2.521 1.375 2.140
H12 3.225 -0.828 3.064
H13 4.777 -1.924 -0.758
H14 4.106 0.275 -1.672
H15 -1.815 0.696 1.180
H16 -2.577 2.572 2.453
H17 -2.021 3.653 1.135
H18 -4.455 3.515 1.033
H19 -3.770 2.641 -0.363
H20 -6.450 2.088 0.809
H21 -5.688 1.181 -0.523
H22 -6.165 0.334 0.974

The calculation puts the total energy at -45235.6755 eV. The LUMO energy is 0.0031 Eh. As for the HOMO-LUMO gap: 8.493 eV. The SMILES is CCCNC(=O)c1onc(CSc2ccc(F)cc2)c1C(=O)NCCOC.

Atom charges from the Löwdin analysis, given in e for atoms 1 to 2:
1. C -0.10
2. C -0.24



Record 3
A molecular structure, C4H7BrClF, computed with ωB97M-V/def2-TZVPD.

CARTESIAN COORDINATES (ANGSTROEM)
C1 -1.750 0.330 0.268
C2 -0.626 -0.009 -0.789
C3 0.460 -0.937 -0.429
C4 1.635 0.245 0.687
F1 1.902 -0.069 1.941
Cl1 0.111 -2.260 0.596
Br1 3.237 0.671 -0.424
H1 -1.209 0.784 1.046
H2 -2.358 -0.458 0.693
H3 -2.326 1.063 -0.108
H4 -1.120 -0.529 -1.649
H5 -0.117 1.024 -1.129
H6 1.060 -1.095 -1.283
H7 1.101 1.239 0.579

The calculation puts the total energy at -89541.7447 eV. The LUMO energy is 0.0287 Eh. As for the HOMO-LUMO gap: 10.239 eV. Its energy above the lowest of the compared OMol25 structures with the same formula, charge and spin is 141.6 kJ/mol.

Atom charges from the Löwdin analysis, given in e for atoms 1 to 2:
1. C -0.08
2. C -0.31



Record 4
A molecular structure, C5H13N3, computed with ωB97M-V/def2-TZVPD.

CARTESIAN COORDINATES (ANGSTROEM)
C1 2.085 -0.004 -0.156
C2 0.634 -0.031 -0.080
C3 0.187 1.447 0.181
C4 0.034 -1.206 0.665
C5 -0.160 -1.093 -0.880
H1 2.345 0.791 0.800
H2 2.454 0.179 -1.339
H3 2.832 -0.968 0.491
H4 0.881 2.149 -0.510
H5 0.575 1.766 1.229
H6 -1.395 2.800 -0.235
H7 -1.706 0.923 -0.346
H8 0.689 -2.197 0.793
H9 -0.959 -1.187 2.417
H10 -1.323 -0.015 1.315
H11 0.542 -1.713 -1.381
H12 -1.479 -0.346 -2.237
H13 -2.203 -1.271 -1.088
N1 -1.365 1.778 0.276
N2 -1.243 -1.181 1.424
N3 -1.425 -0.621 -1.340

The calculation puts the total energy at -9860.6536 eV. The LUMO energy is 0.0314 Eh. As for the HOMO-LUMO gap: 9.401 eV. Its energy above the lowest of the compared OMol25 structures with the same formula, charge and spin is 551.2 kJ/mol.

Atom charges from the Löwdin analysis, given in e for atoms 1 to 2:
1. C -0.13
2. C -0.53



Record 5
2 unconnected molecules or ions with the total composition C2H6NS, computed with ωB97M-V/def2-TZVPD.

CARTESIAN COORDINATES (ANGSTROEM)
S1 0.424 1.541 1.907
H1 1.405 2.486 1.744
C1 -0.935 -0.916 -0.347
C2 0.559 -1.296 -2.196
N1 -0.699 -1.193 -1.794
H2 -1.516 -0.015 -0.055
H3 -0.038 -1.031 0.374
H4 -1.627 -1.693 0.020
H5 0.747 -1.721 -3.210
H6 1.398 -1.068 -1.569

The calculation puts the total energy at -14496.1674 eV. The LUMO energy is 0.1422 Eh. As for the HOMO-LUMO gap: 6.375 eV. Its energy above the lowest of the compared OMol25 structures with the same formula, charge and spin is 122.9 kJ/mol. Its total charge is -1.

Atom charges from the Löwdin analysis, given in e for atoms 1 to 2:
1. S -0.37
2. H -0.48